The following is a DFT calculation (wB97M-V/def2-TZVPD) of C31H29Br46Cl2O5P as an isolated structure in a non-equilibrium geometry.

Positions of all 114 atoms, in Å:
C 0.158 5.419 2.530
C 1.051 5.811 1.211
C 0.823 4.601 0.085
C -0.690 4.387 -0.509
C -0.906 3.227 -1.657
C 0.321 2.261 -2.252
C -0.027 1.164 -3.442
P -1.135 -0.222 -2.698
O -0.862 -0.195 -1.109
O -2.804 0.339 -2.924
O -0.852 -1.800 -3.379
C 1.819 2.491 -1.623
C 2.058 3.667 -0.457
C 3.640 3.830 0.062
O 3.977 4.112 1.336
C 4.777 3.560 -1.134
Br 6.421 4.732 -1.040
C 4.562 2.507 -2.206
C 5.681 2.278 -3.428
Cl 7.489 1.909 -3.018
C 5.226 2.408 -4.870
C 6.274 2.236 -6.160
Cl 3.455 2.819 -5.353
C 3.149 1.615 -2.135
O 3.105 0.302 -2.427
H -0.934 5.860 2.347
H 0.029 4.243 2.511
H 0.605 5.793 3.549
H 0.565 6.778 0.712
H 2.187 6.009 1.423
H -1.542 5.077 -0.080
H -2.010 3.126 -2.091
H 0.988 0.780 -3.879
H -0.654 1.731 -4.283
H -2.959 1.082 -2.241
H -0.898 -2.489 -2.629
H 5.751 1.473 -6.913
H 7.294 1.754 -5.850
H 6.383 3.245 -6.757
C -1.105 0.589 2.744
Br -2.664 1.740 2.569
Br 0.555 1.586 2.563
Br -1.152 -0.448 4.389
H -1.141 -0.126 1.915
C -3.949 -1.748 -0.059
Br -3.753 -1.967 1.864
Br -2.230 -1.505 -0.938
Br -4.969 -3.202 -0.852
H -4.523 -0.830 -0.219
C 7.664 -2.062 -2.072
Br 8.716 -0.925 -0.895
Br 6.004 -1.204 -2.614
Br 8.698 -2.671 -3.603
H 7.391 -2.952 -1.496
C -5.277 -6.109 2.558
Br -4.225 -4.972 3.734
Br -6.937 -5.251 2.016
Br -4.244 -6.718 1.026
H -5.551 -6.999 3.134
C -8.360 -7.112 -1.027
Br -10.038 -6.592 -1.863
Br -8.644 -8.283 0.500
Br -7.121 -7.887 -2.312
H -7.895 -6.197 -0.647
C -4.700 -10.872 1.754
Br -3.239 -9.949 2.646
Br -6.138 -11.315 2.987
Br -5.350 -9.879 0.212
H -4.298 -11.819 1.378
C 3.470 3.070 -9.756
Br 3.394 1.128 -9.847
Br 2.120 3.792 -8.557
Br 5.253 3.704 -9.304
H 3.242 3.446 -10.759
C -8.619 -3.226 5.593
Br -9.206 -5.079 5.514
Br -6.900 -3.050 6.486
Br -8.609 -2.394 3.835
H -9.351 -2.684 6.199
C 4.396 -0.096 3.973
Br 3.808 -1.948 3.894
Br 6.115 0.081 4.867
Br 4.405 0.736 2.215
H 3.663 0.446 4.580
C -7.737 -8.556 7.844
Br -7.123 -6.711 7.888
Br -9.678 -8.674 7.891
Br -6.989 -9.532 6.337
H -7.365 -9.038 8.754
C -9.089 0.506 7.193
Br -10.648 1.657 7.018
Br -7.429 1.503 7.012
Br -9.136 -0.531 8.838
H -9.125 -0.208 6.364
C -1.623 1.873 7.440
Br -3.181 3.024 7.266
Br 0.038 2.870 7.260
Br -1.669 0.836 9.086
H -1.658 1.158 6.611
C 4.453 2.795 -13.559
Br 5.068 4.640 -13.515
Br 2.512 2.677 -13.512
Br 5.201 1.818 -15.066
H 4.825 2.312 -12.649
C 8.757 5.756 -5.596
Br 7.916 5.018 -4.005
Br 10.673 5.993 -5.358
Br 8.349 4.708 -7.183
H 8.329 6.752 -5.751
C 7.259 3.323 7.147
Br 5.982 3.252 8.614
Br 6.439 3.967 5.505
Br 8.844 4.349 7.616
H 7.587 2.295 6.959

Properties
E_LUMO (eV): -2.279
Charge: 0
Gap between HOMO and LUMO (eV): 5.382
Largest force on an atom (hartree/bohr): 0.17637

Löwdin population analysis, charges in e, atoms 1 to 99: -0.13, -0.21, -0.09, 0.01, 0.01, -0.11, -0.18, 0.68, -0.69, -0.29, -0.25, 0.03, 0.02, -0.23, -0.07, -0.41, 0.64, -0.11, -0.53, 0.45, -0.52, -0.18, 0.53, -0.18, -0.07, 0.09, 0.00, 0.09, 0.12, 0.11, 0.11, 0.10, 0.10, 0.12, 0.08, 0.06, 0.08, 0.08, -0.07, -1.56, 0.54, 0.60, 0.59, -0.06, -1.48, 0.54, 0.93, 0.50, -0.02, -1.59, 0.54, 0.59, 0.55, -0.02, -1.53, 0.53, 0.53, 0.51, -0.02, -1.60, 0.56, 0.52, 0.54, -0.07, -1.57, 0.55, 0.54, 0.49, -0.02, -1.59, 0.56, 0.56, 0.58, -0.08, -1.58, 0.54, 0.54, 0.55, -0.04, -1.59, 0.56, 0.55, 0.56, -0.02, -1.59, 0.52, 0.55, 0.53, -0.02, -1.61, 0.56, 0.55, 0.55, -0.06, -1.61, 0.54, 0.54, 0.55, -0.11

***

The following is a DFT calculation (wB97M-V/def2-TZVPD) of C34H35BF6I2N3O4SbZr as an isolated structure.

Positions of all 87 atoms, in Å:
Zr 1.152 -0.742 -0.967
C -2.198 2.027 -2.701
C -1.779 0.955 -3.658
C -2.716 0.415 -4.500
C -2.387 -0.582 -5.427
C -1.078 -1.037 -5.556
C -0.094 -0.562 -4.726
C 1.334 -0.894 -5.011
C -0.447 0.383 -3.683
N 0.466 0.700 -2.717
C 0.715 2.067 -2.569
O 0.449 2.900 -3.402
C 1.448 2.416 -1.319
C 1.771 3.715 -0.984
C 2.468 3.935 0.198
C 2.833 2.856 0.988
C 2.480 1.587 0.569
N 1.797 1.383 -0.554
C 2.880 0.338 1.305
O 3.406 0.412 2.389
N 2.611 -0.808 0.585
C 3.248 -2.000 1.098
C 2.501 -3.004 1.713
C 1.052 -2.845 2.083
C 3.153 -4.175 2.096
C 4.513 -4.330 1.918
C 5.252 -3.295 1.366
C 4.639 -2.122 0.954
C 5.481 -1.009 0.399
H -3.270 1.965 -2.529
H -1.970 3.006 -3.125
H -1.704 1.948 -1.736
H -3.738 0.764 -4.440
H -3.157 -0.975 -6.078
H -0.823 -1.740 -6.337
H 1.451 -1.957 -5.215
H 1.998 -0.606 -4.204
H 1.650 -0.344 -5.902
H 1.476 4.516 -1.646
H 2.731 4.942 0.494
H 3.384 2.961 1.912
H 0.974 -2.391 3.073
H 0.556 -3.814 2.113
H 0.486 -2.200 1.417
H 2.574 -4.964 2.560
H 5.002 -5.245 2.224
H 6.325 -3.396 1.251
H 6.424 -1.397 0.014
H 5.716 -0.284 1.181
H 4.971 -0.466 -0.398
I 4.333 0.825 -3.315
C 5.129 -1.139 -3.220
I 3.781 -2.599 -2.470
H 5.987 -1.116 -2.561
H 5.407 -1.429 -4.226
F 0.490 -2.063 -2.620
Sb -0.556 -3.567 -1.802
F -0.024 -4.692 -3.172
F -2.067 -2.985 -2.711
F -1.402 -4.762 -0.678
F -0.761 -2.036 -0.591
F 1.112 -3.698 -0.901
C -5.775 0.970 4.614
C -5.027 2.094 3.883
C -5.941 2.652 2.792
C -4.711 3.226 4.871
C -3.722 1.539 3.311
C -2.759 1.019 4.186
C -1.547 0.491 3.756
C -1.329 0.496 2.397
O -0.237 0.039 1.676
B -0.546 0.278 0.336
O -1.785 0.880 0.224
C -2.265 0.998 1.523
C -3.465 1.529 1.938
H -6.709 1.352 5.031
H -5.185 0.561 5.434
H -6.014 0.154 3.929
H -6.850 3.045 3.250
H -6.240 1.880 2.080
H -5.467 3.469 2.245
H -5.638 3.636 5.275
H -4.168 4.033 4.377
H -4.109 2.877 5.709
H -2.961 1.023 5.249
H -0.817 0.099 4.450
H -4.168 1.918 1.217

Properties
E_LUMO (alpha / beta) (eV): -3.964 / -6.241
Charge: +1
Gap between HOMO and LUMO (alpha / beta) (eV): 6.798 / 4.521
Multiplicity: 2
Largest force on an atom (hartree/bohr): 0.01138
Energy relative to the best compared isomer or geometry (same formula, charge and spin) (kcal/mol): 0.0

Computed Löwdin charges, given in elementary charges: 1.71, -0.01, -0.14, 0.00, 0.02, -0.01, -0.18, -0.06, -0.13, 0.03, -0.46, 0.13, -0.20, 0.05, 0.02, 0.06, -0.16, 0.00, -0.47, 0.14, -0.08, -0.24, -0.21, -0.03, -0.04, -0.06, -0.04, -0.26, -0.05, 0.10, 0.10, 0.06, 0.13, 0.13, 0.13, 0.09, -0.05, 0.11, 0.14, 0.13, 0.14, 0.10, 0.09, 0.02, 0.12, 0.11, 0.12, 0.08, 0.09, 0.02, 0.85, -1.10, 0.99, -0.04, -0.03, -0.48, 1.46, -0.30, -0.30, -0.29, -0.40, -0.37, -0.04, -0.56, -0.07, -0.04, -0.16, -0.02, 0.04, -0.19, 0.10, -0.53, 0.14, -0.17, 0.07, 0.09, 0.08, 0.09, 0.09, 0.09, 0.09, 0.09, 0.09, 0.08, 0.11, 0.13, 0.12

***

The following is a DFT calculation (wB97M-V/def2-TZVPD) of a 2-piece molecular cluster, C31H20BF7O2S overall in a non-equilibrium geometry.

Positions of all 62 atoms, in Å:
F -3.706 3.124 -0.779
C -2.963 1.975 -0.941
C -3.563 0.885 -1.569
C -2.791 -0.266 -1.665
F -3.338 -1.397 -2.233
C -1.480 -0.337 -1.199
C -0.885 0.792 -0.618
C 0.547 0.765 -0.147
C 1.379 -0.300 -0.836
C 2.028 -1.320 -0.145
C 2.616 -2.357 -0.868
F 3.112 -3.436 -0.168
C 2.692 -2.374 -2.255
C 2.101 -1.297 -2.911
F 2.164 -1.243 -4.285
C 1.463 -0.260 -2.237
C -1.650 1.959 -0.478
H -4.579 0.922 -1.949
H -0.922 -1.268 -1.309
H 0.670 0.786 0.944
H 2.052 -1.303 0.948
H 3.192 -3.169 -2.799
H 1.004 0.553 -2.803
H -1.223 2.839 0.002
C 1.426 1.251 4.090
C 0.364 0.480 3.409
C -0.922 0.908 3.107
C -1.677 -0.062 2.395
C -0.960 -1.215 2.102
B 1.338 2.131 -0.818
C -1.484 -2.433 1.513
C -0.632 -3.515 1.211
C -1.137 -4.695 0.689
C -2.510 -4.817 0.495
C -3.068 -6.115 -0.020
F -4.341 -6.343 0.425
F -3.116 -6.125 -1.392
F -2.312 -7.189 0.359
C -3.374 -3.755 0.730
C -2.862 -2.566 1.227
O 0.834 3.173 -1.587
C 1.835 4.131 -1.604
C 2.947 3.645 -0.895
C 3.987 4.469 -0.530
C 3.877 5.830 -0.862
C 2.767 6.313 -1.557
C 1.726 5.455 -1.956
O 2.663 2.395 -0.404
S 0.599 -1.156 2.909
H 0.978 2.110 4.597
H 1.930 0.618 4.828
H 2.174 1.615 3.371
H -1.294 1.886 3.406
H -2.711 0.077 2.094
H 0.443 -3.425 1.376
H -0.472 -5.522 0.453
H -4.440 -3.861 0.545
H -3.540 -1.734 1.416
H 4.830 4.067 0.025
H 4.672 6.515 -0.558
H 2.693 7.375 -1.794
H 0.851 5.809 -2.495

Properties
E_LUMO (eV): -0.186
SMILES: Fc1cc(F)cc(C(B2Oc3ccccc3O2)c2cc(F)cc(F)c2)c1.Cc1ccc(-c2ccc(C(F)(F)F)cc2)s1
Charge: 0
Gap between HOMO and LUMO (eV): 8.196
Largest force on an atom (hartree/bohr): 0.06697
Energy relative to the best compared isomer or geometry (same formula, charge and spin) (kcal/mol): 0.0

Computed Löwdin charges, given in elementary charges: 0.04, -0.22, 0.06, -0.23, 0.04, 0.04, -0.19, -0.06, -0.20, 0.03, -0.22, 0.04, 0.07, -0.21, 0.05, 0.03, 0.04, 0.13, 0.14, 0.11, 0.06, 0.13, 0.15, 0.14, -0.10, -0.59, -0.12, -0.11, -0.45, -0.41, -0.23, -0.03, 0.00, -0.13, -0.52, 0.11, 0.12, 0.11, 0.00, -0.01, 0.20, -0.17, -0.19, 0.01, -0.08, -0.08, 0.01, 0.19, 1.11, 0.09, 0.08, 0.08, 0.12, 0.11, 0.09, 0.13, 0.13, 0.11, 0.12, 0.11, 0.10, 0.12

***

The following is a DFT calculation (wB97M-V/def2-TZVPD) of C29H21F3N2S3SbW as an isolated structure.

Positions of all 60 atoms, in Å:
W 0.154 0.753 -0.312
S -1.451 -0.806 0.239
C -1.175 -2.276 -0.661
C -1.907 -3.433 -0.427
C -1.734 -4.505 -1.293
C -0.876 -4.418 -2.388
C -0.155 -3.262 -2.637
C -0.311 -2.193 -1.761
S 0.613 -0.719 -1.961
H -2.589 -3.501 0.409
H -2.286 -5.418 -1.116
H -0.782 -5.259 -3.062
H 0.496 -3.185 -3.498
C -3.883 5.545 -0.420
C -3.099 4.300 -0.275
C -3.649 3.127 0.278
C -2.868 2.007 0.391
N -1.579 2.045 -0.024
C -1.147 3.209 -0.547
S 0.531 2.950 -1.060
N -1.810 4.307 -0.685
H -4.869 5.332 -0.836
H -3.357 6.267 -1.037
H -4.051 5.979 0.571
H -4.679 3.105 0.607
H -3.242 1.082 0.806
F 6.637 -3.517 -2.500
C 5.820 -2.585 -2.052
C 5.857 -2.262 -0.703
C 5.011 -1.276 -0.233
C 4.125 -0.656 -1.120
C 4.100 -0.991 -2.477
C 4.963 -1.963 -2.950
Sb 2.942 0.901 -0.426
C 4.214 2.353 0.319
C 5.557 2.214 -0.061
C 6.480 3.164 0.326
C 6.041 4.243 1.078
F 6.911 5.156 1.445
C 4.709 4.406 1.454
C 3.789 3.461 1.061
C 1.518 0.132 1.247
C 1.446 1.108 2.291
C 1.537 0.732 3.609
C 1.760 -0.618 3.890
F 1.866 -0.982 5.135
C 1.892 -1.601 2.901
C 1.768 -1.228 1.589
H 6.553 -2.773 -0.050
H 5.054 -0.997 0.814
H 3.437 -0.496 -3.175
H 4.991 -2.238 -3.995
H 5.886 1.376 -0.662
H 7.523 3.089 0.051
H 4.425 5.274 2.032
H 2.759 3.601 1.351
H 1.293 2.158 2.062
H 1.466 1.443 4.422
H 2.072 -2.626 3.198
H 1.843 -1.972 0.805

Properties
E_LUMO (eV): -11.486
Charge: +3
Gap between HOMO and LUMO (eV): 5.680
Largest force on an atom (hartree/bohr): 0.00642
Energy relative to the best compared isomer or geometry (same formula, charge and spin) (kcal/mol): 2.7

Computed Löwdin charges, given in elementary charges: 0.77, 0.80, -0.61, -0.06, -0.01, -0.01, -0.06, -0.60, 0.73, 0.13, 0.13, 0.13, 0.13, 0.02, -0.23, 0.06, -0.07, -0.18, -0.73, 0.70, 0.18, 0.11, 0.10, 0.12, 0.14, 0.10, 0.15, -0.25, 0.04, -0.11, -0.42, -0.12, 0.04, 1.61, -0.38, -0.09, 0.05, -0.24, 0.16, 0.04, -0.11, -0.57, -0.11, 0.07, -0.21, 0.19, 0.07, -0.09, 0.14, 0.12, 0.10, 0.14, 0.10, 0.15, 0.14, 0.09, 0.10, 0.15, 0.15, 0.12

***

The following is a DFT calculation (wB97M-V/def2-TZVPD) of C15H31CoN3OP2S10Sb as an isolated structure in a non-equilibrium geometry.

Positions of all 64 atoms, in Å:
Co -0.059 -0.495 -0.010
S -0.293 5.466 0.289
Sb -1.920 4.119 1.183
S -0.303 1.860 0.573
S -1.724 0.922 -0.484
S -1.594 4.155 3.452
C -0.789 -3.645 -1.769
S -1.597 -2.295 -0.895
C -1.847 -3.078 0.710
H -1.349 -4.563 -1.593
H 0.242 -3.754 -1.436
H -0.826 -3.410 -2.835
H -0.889 -3.260 1.192
H -2.414 -4.000 0.576
H -2.410 -2.368 1.311
C 0.800 -5.980 1.089
S 1.892 -4.892 0.133
C 2.611 -3.934 1.408
C 2.778 -2.597 1.353
S 2.261 -1.466 0.133
S 3.751 -1.948 2.669
C 4.058 -3.414 3.530
S 4.923 -3.495 4.914
S 3.340 -4.782 2.756
H 0.199 -6.528 0.364
H 0.151 -5.387 1.732
H 1.379 -6.684 1.683
C -1.291 0.484 4.101
P -0.003 -0.391 3.238
C 0.418 -1.814 4.248
C 1.420 0.695 3.229
O -0.454 -0.903 1.872
H -0.997 0.620 5.145
H -2.216 -0.093 4.051
H -1.462 1.474 3.653
H 0.659 -1.512 5.268
H 1.271 -2.332 3.807
H -0.442 -2.487 4.258
H 1.772 0.863 4.249
H 1.128 1.646 2.788
H 2.210 0.251 2.621
C 1.066 -0.326 -5.148
N 2.294 -0.170 -4.247
C 2.637 1.331 -4.173
N 1.523 2.087 -3.730
C 0.375 1.885 -4.612
N -0.010 0.472 -4.681
C -0.569 0.001 -3.407
P 0.637 0.137 -2.000
C 2.044 -0.724 -2.873
C 1.194 1.872 -2.309
H 0.798 -1.380 -5.149
H 1.369 -0.015 -6.146
H 3.075 -0.670 -4.669
H 2.931 1.627 -5.179
H 3.478 1.432 -3.491
H 0.636 2.228 -5.614
H -0.464 2.468 -4.240
H -0.897 -1.036 -3.505
H -1.441 0.596 -3.153
H 1.819 -1.788 -2.938
H 2.946 -0.628 -2.272
H 2.063 2.087 -1.688
H 0.405 2.556 -1.997

Properties
E_LUMO (alpha / beta) (eV): -1.207 / -1.205
Charge: 0
Gap between HOMO and LUMO (alpha / beta) (eV): 4.762 / 4.763
Largest force on an atom (hartree/bohr): 0.03573
Energy relative to the best compared isomer or geometry (same formula, charge and spin) (kcal/mol): 61.1

Computed Löwdin charges, given in elementary charges: -0.39, -0.40, 0.12, 0.03, 0.15, -0.36, -0.38, 0.80, -0.36, 0.05, -0.04, 0.03, 0.03, 0.05, 0.04, -0.38, 0.83, -1.00, -1.08, 0.60, 0.89, -1.52, 0.56, 0.91, 0.04, 0.03, 0.02, -0.17, 0.60, -0.15, -0.18, -0.50, 0.07, 0.06, -0.03, 0.07, 0.02, 0.06, 0.07, 0.02, -0.01, -0.12, -0.07, -0.11, -0.13, -0.14, -0.14, -0.30, 0.85, -0.27, -0.28, 0.14, 0.14, 0.18, 0.14, 0.15, 0.14, 0.15, 0.08, 0.06, 0.10, 0.05, 0.11, 0.07

***

The following is a DFT calculation (wB97M-V/def2-TZVPD) of C24H29ClN2OPPr as an isolated structure in a non-equilibrium geometry.

Positions of all 59 atoms, in Å:
Pr -0.054 0.913 1.875
Cl 0.020 2.022 4.181
P 0.132 1.035 -1.102
C -1.259 0.222 -1.951
C -1.093 -0.565 -3.105
C -2.205 -1.137 -3.730
C -3.482 -0.979 -3.189
C -3.644 -0.251 -2.003
C -2.546 0.348 -1.385
C -0.110 2.836 -1.391
C 0.743 3.731 -0.717
C 0.536 5.105 -0.832
C -0.488 5.598 -1.651
C -1.330 4.714 -2.336
C -1.140 3.335 -2.207
C 1.688 0.663 -1.976
C 2.763 0.135 -1.232
C 4.001 -0.060 -1.837
C 4.186 0.240 -3.190
C 3.121 0.757 -3.936
C 1.878 0.979 -3.331
H 1.573 3.351 -0.114
H 1.188 5.798 -0.297
H -0.623 6.675 -1.773
H -2.128 5.091 -2.981
H -1.786 2.639 -2.740
H -0.093 -0.707 -3.512
H -2.066 -1.697 -4.658
H -4.349 -1.410 -3.696
H -4.638 -0.136 -1.572
H -2.690 0.926 -0.465
H 2.625 -0.110 -0.174
H 4.834 -0.453 -1.250
H 5.151 0.062 -3.666
H 3.251 0.988 -4.992
H 1.053 1.400 -3.914
H -0.043 -5.218 -4.658
H 0.706 -5.183 -4.625
C -2.545 -2.786 2.881
N -1.279 -2.467 3.518
C -1.082 -2.874 4.898
C 0.380 -2.773 5.230
C 0.923 -1.405 4.932
N 0.619 -1.040 3.522
C 1.822 -0.607 2.708
C -0.446 -1.644 2.887
O -0.744 -1.240 1.687
H -2.564 -2.352 1.882
H -3.385 -2.377 3.453
H -2.668 -3.871 2.806
H -1.687 -2.245 5.571
H -1.435 -3.905 5.006
H 0.921 -3.533 4.660
H 0.530 -3.009 6.289
H 2.006 -1.391 5.043
H 0.499 -0.641 5.595
H 2.033 0.488 2.886
H 2.721 -1.136 3.052
H 1.701 -0.853 1.630

Properties
E_LUMO (alpha / beta) (eV): -7.367 / -6.651
Charge: +2
Gap between HOMO and LUMO (alpha / beta) (eV): 6.769 / 7.482
Multiplicity: 3
Largest force on an atom (hartree/bohr): 0.03494

Computed Löwdin charges, given in elementary charges: 0.98, 0.12, 1.00, -0.37, -0.06, -0.05, -0.05, -0.06, -0.12, -0.37, -0.11, -0.06, -0.04, -0.04, -0.07, -0.36, -0.10, -0.06, -0.04, -0.04, -0.08, 0.10, 0.12, 0.12, 0.12, 0.11, 0.10, 0.12, 0.12, 0.12, 0.10, 0.07, 0.12, 0.12, 0.12, 0.12, 0.00, 0.00, 0.02, -0.04, -0.12, -0.13, -0.11, -0.11, -0.08, -0.44, -0.17, 0.09, 0.12, 0.12, 0.15, 0.15, 0.14, 0.15, 0.14, 0.13, 0.08, 0.14, 0.08